{"formula": "C42H53N6P2RhS2", "method": "the ωB97M-V functional and the def2-TZVPD basis", "symbols": ["Rh", "C", "C", "C", "P", "C", "C", "C", "C", "C", "C", "C", "C", "C", "C", "N", "C", "C", "C", "C", "C", "C", "C", "P", "C", "C", "C", "C", "C", "C", "H", "H", "H", "H", "H", "H", "H", "H", "H", "H", "H", "H", "H", "H", "H", "H", "H", "H", "H", "H", "H", "H", "H", "H", "H", "H", "H", "H", "H", "H", "H", "H", "H", "H", "H", "H", "H", "H", "H", "H", "N", "C", "C", "C", "C", "C", "C", "N", "C", "C", "C", "S", "C", "N", "H", "H", "H", "H", "H", "H", "H", "N", "C", "S", "C", "C", "C", "N", "C", "C", "H", "H", "H", "H", "H", "H"], "xyz": [[-0.6781, -2.1924, 0.1113], [-5.1314, -1.7053, -0.1175], [-3.9411, -0.7546, 0.1394], [-4.5734, 0.6392, 0.4414], [-2.5921, -1.3543, 1.2841], [-3.4648, -2.2691, 2.6036], [-4.4660, -1.3734, 3.4080], [-2.5624, -3.1348, 3.4699], [-1.8637, 0.2111, 1.9097], [-1.9596, 0.8698, 3.1495], [-1.2748, 2.0398, 3.3818], [-1.5436, 2.6882, 4.7866], [-0.5459, 2.6709, 2.3939], [-0.5550, 2.1343, 1.1309], [-1.1316, 0.8678, 0.9059], [-1.0293, 0.0206, -0.2678], [-1.3296, 0.5473, -1.4711], [-1.6028, 1.9767, -1.6683], [-1.8839, 2.4557, -2.9740], [-1.8689, 1.6108, -4.0248], [-2.1496, 2.0310, -5.3945], [-1.5962, 0.1934, -3.8261], [-1.2901, -0.3302, -2.6116], [-0.7788, -2.0273, -2.3653], [0.8090, -1.9730, -3.3892], [1.7383, -0.9563, -2.7853], [1.5303, -3.3406, -3.3010], [-1.8304, -3.2482, -3.2580], [-3.1927, -3.5479, -2.4656], [-2.2432, -2.8845, -4.7511], [-5.9452, -1.1840, -0.5335], [-5.5352, -2.2239, 0.7858], [-4.8782, -2.4665, -0.8051], [-3.3767, -0.6298, -0.7764], [-5.1174, 0.5646, 1.3241], [-5.2900, 0.9314, -0.3382], [-3.8071, 1.4345, 0.4589], [-4.0629, -2.9494, 1.9312], [-4.9085, -1.8597, 4.2642], [-5.3151, -1.1397, 2.7914], [-4.0960, -0.4052, 3.7006], [-1.8517, -2.4912, 4.0313], [-1.9731, -3.9403, 2.9986], [-3.2348, -3.6641, 4.1984], [-2.4454, 0.4073, 3.9840], [-0.6632, 3.0095, 5.2792], [-2.2459, 2.0283, 5.3496], [-2.0836, 3.6164, 4.6118], [-0.0237, 3.6442, 2.6040], [-0.0992, 2.7660, 0.3899], [-1.7576, 2.5974, -0.8470], [-2.1568, 3.4676, -3.0692], [-3.1946, 2.2866, -5.5536], [-1.8243, 1.1493, -6.0121], [-1.4340, 2.8128, -5.6317], [-1.5134, -0.4500, -4.7239], [0.5345, -1.7244, -4.4170], [1.9829, -1.1216, -1.7330], [1.4377, 0.0594, -2.9183], [2.8371, -1.1164, -3.1826], [1.5345, -3.7420, -2.3027], [2.5425, -3.2606, -3.7396], [1.0017, -4.0894, -3.8910], [-1.1900, -4.1535, -3.2584], [-3.8576, -2.6656, -2.3944], [-3.0067, -4.0329, -1.5062], [-3.7992, -4.2751, -2.9771], [-2.7409, -3.7919, -5.1050], [-1.3954, -2.7787, -5.5225], [-2.8673, -1.9947, -4.8186], [5.1148, 3.3407, 0.2304], [5.9525, 2.2476, 0.3773], [7.2756, 2.0446, 0.7695], [7.7718, 0.7853, 0.7692], [6.9283, -0.3489, 0.4050], [5.6317, -0.1936, 0.0145], [5.1611, 1.1365, 0.0256], [3.9152, 1.5494, -0.4004], [3.9436, 2.8754, -0.2881], [2.8949, 3.7135, -0.8597], [1.7777, 3.3464, -1.4622], [0.9870, 4.6987, -2.0924], [2.1999, 5.7160, -1.4516], [3.1707, 5.0637, -0.8509], [5.3718, 4.2795, 0.2319], [7.8873, 2.9356, 0.9787], [8.8388, 0.6653, 1.0035], [7.4413, -1.3209, 0.3193], [5.0438, -1.0222, -0.1866], [1.4167, 2.3695, -1.7447], [2.1880, 6.7907, -1.5699], [4.7163, 0.1990, 4.4538], [3.4015, 0.0444, 4.6190], [2.6128, 0.6593, 5.9242], [2.5137, -0.5485, 3.4698], [1.7674, -1.6884, 3.6683], [0.9436, -2.1550, 2.6657], [0.8286, -1.4772, 1.4983], [1.5901, -0.3678, 1.3289], [2.4583, 0.1270, 2.2397], [5.2703, 0.5697, 5.2273], [5.2358, -0.3478, 3.7630], [1.7388, -2.1730, 4.6376], [0.3165, -3.0568, 2.8816], [1.4093, 0.1360, 0.3686], [3.1058, 0.9167, 1.9451]], "forces_ev_per_a": [[-0.11, 0.57, -0.54], [0.81, -0.89, 1.77], [-1.01, 0.66, -0.32], [1.70, 0.07, -1.50], [-1.01, 0.54, 0.65], [-0.75, -0.37, -0.58], [0.10, -0.36, -0.78], [-0.08, -0.20, 1.39], [0.52, 0.72, 0.34], [0.39, -1.33, -0.98], [-0.72, 1.03, 2.68], [-1.16, -0.72, -1.92], [0.06, 1.02, 0.33], [0.28, -0.34, -0.30], [-0.18, -0.94, -0.34], [-0.24, 2.05, 0.04], [0.67, 1.34, 0.01], [-0.52, -2.33, -2.47], [0.56, -0.81, 3.26], [0.00, -2.84, -0.38], [1.12, -1.21, -1.20], [0.39, 0.91, -0.93], [-0.83, 0.82, 0.57], [1.12, -0.60, -0.48], [0.21, -1.15, 1.30], [3.05, -0.39, -0.27], [-0.59, 0.02, -1.42], [-1.74, 0.23, -0.42], [1.03, 0.40, -0.52], [1.80, -0.84, -0.28], [-0.92, 0.87, -0.53], [0.38, 0.57, -0.53], [0.26, -0.92, -0.55], [-0.12, -0.16, -0.45], [-0.81, 0.30, 1.78], [0.29, -0.37, -0.01], [-0.40, -0.28, 0.39], [0.36, 0.40, 0.82], [0.30, -0.42, 0.37], [-0.41, 0.04, -0.52], [0.36, 0.03, 0.24], [-0.42, -0.44, -0.07], [-0.36, 0.50, -0.35], [0.78, 0.53, -0.43], [-0.29, -0.06, 0.15], [0.95, -0.28, 0.79], [1.02, 0.55, -0.06], [-0.24, 0.11, -0.12], [-0.64, -1.12, -0.31], [0.39, -0.49, -0.56], [-0.04, 0.89, 1.12], [-0.18, 1.15, -0.30], [0.11, 0.21, -0.22], [-0.80, 1.06, -0.02], [-0.42, 0.53, -0.34], [-0.22, 0.64, 0.64], [0.00, -0.02, 0.08], [-0.66, -0.08, 0.29], [-0.07, 0.75, -0.15], [-2.20, 0.62, 0.10], [0.40, 0.09, 0.62], [-0.44, -0.06, 0.48], [0.01, -0.07, -0.15], [-0.42, 0.37, -0.01], [0.77, -0.25, 0.12], [0.10, 0.48, 0.29], [0.00, -0.38, -0.66], [-0.42, 0.39, -0.02], [-0.85, 0.06, 1.48], [-0.22, -0.34, 0.11], [-0.24, -1.72, -0.43], [-0.77, -1.27, 0.04], [0.09, 2.14, 0.04], [-0.19, -1.64, -0.33], [2.29, 0.35, 0.12], [1.31, 2.10, 1.16], [-0.59, -0.12, -0.40], [-0.13, 1.14, 0.31], [-0.22, -1.79, -0.45], [2.52, 1.15, 1.38], [-1.59, -1.10, -1.26], [-0.57, 0.66, -0.19], [1.00, -0.48, 0.37], [-1.16, 0.67, -0.28], [0.40, 1.74, 0.06], [-0.08, -0.65, 0.07], [-0.65, -0.28, -0.10], [-0.50, 0.45, 0.30], [-1.21, -1.26, -0.69], [0.16, -0.11, 0.34], [-0.05, -0.06, 0.00], [0.78, -0.84, -0.71], [-1.33, 0.23, -0.27], [-0.19, -0.29, -0.20], [2.10, 1.27, 0.78], [-0.49, -0.23, 0.53], [-0.39, 0.04, -0.04], [0.45, -0.51, 0.64], [-1.51, -0.53, -1.84], [0.26, -1.15, 1.10], [-0.48, -0.10, -0.32], [-0.35, 0.39, 0.22], [0.23, -0.02, -0.09], [0.59, 0.88, -0.67], [0.47, -0.23, 0.45], [0.28, 0.72, 0.14]], "total_energy_ha": -3549.841107, "lumo_ev": [-4.82, -7.39], "multiplicity": 5, "s_squared": 6.05, "e_homo_ha": [-0.4456, -0.4456], "charge": 2}

---

{"formula": "C42H53N8O2P2Sr", "method": "the ωB97M-V functional and the def2-TZVPD basis", "symbols": ["Sr", "C", "C", "C", "P", "C", "C", "C", "C", "C", "C", "C", "C", "C", "N", "C", "C", "C", "C", "C", "C", "P", "C", "C", "C", "C", "C", "C", "H", "H", "H", "H", "H", "H", "H", "H", "H", "H", "H", "H", "H", "H", "H", "H", "H", "H", "H", "H", "H", "H", "H", "H", "H", "H", "H", "H", "H", "H", "H", "H", "H", "H", "H", "H", "O", "C", "C", "C", "C", "N", "C", "C", "C", "C", "C", "C", "O", "C", "C", "N", "H", "H", "H", "H", "H", "H", "H", "H", "H", "H", "H", "H", "N", "C", "N", "C", "N", "C", "C", "N", "C", "C", "N", "H", "H", "H", "H", "H"], "xyz": [[0.7940, 0.0920, 0.6004], [-0.7416, 0.7367, 6.0435], [-0.8494, 1.6097, 4.7963], [0.1165, 2.7964, 4.9035], [-0.5958, 0.8044, 3.1319], [0.1635, -0.8813, 3.5878], [-0.3149, -2.0269, 2.6944], [1.6759, -0.7936, 3.6646], [-2.2324, 0.2882, 2.5372], [-3.1696, -0.2356, 3.4424], [-4.3954, -0.7184, 3.0431], [-4.7020, -0.7007, 1.6829], [-3.8020, -0.1973, 0.7753], [-2.5420, 0.3266, 1.1517], [-1.6275, 0.7403, 0.1834], [-2.0553, 1.5919, -0.8103], [-3.1662, 2.4527, -0.6310], [-3.5074, 3.4186, -1.5528], [-2.7723, 3.5853, -2.7234], [-1.6950, 2.7453, -2.9390], [-1.3169, 1.7600, -2.0246], [0.1397, 0.7146, -2.3135], [-0.5631, -0.6576, -3.3505], [-1.7192, -1.3021, -2.5865], [-1.0278, -0.2343, -4.7395], [1.2249, 1.6361, -3.4884], [1.8018, 2.8833, -2.8244], [2.3474, 0.7040, -3.9488], [-0.9753, 1.3391, 6.9229], [0.2733, 0.3550, 6.1776], [-1.4275, -0.1104, 6.0379], [-1.8714, 1.9998, 4.7350], [1.1550, 2.4513, 4.9191], [-0.0587, 3.3525, 5.8260], [0.0060, 3.4833, 4.0623], [-0.1759, -1.1102, 4.5990], [0.4991, -2.7232, 2.4736], [-0.7770, -1.7268, 1.7512], [-1.1111, -2.5659, 3.2062], [2.1821, -0.4996, 2.7402], [2.0876, -1.7629, 3.9614], [1.9950, -0.0532, 4.4038], [-2.9245, -0.2580, 4.4997], [-5.0948, -1.1080, 3.7701], [-5.6499, -1.0914, 1.3337], [-4.0467, -0.1954, -0.2804], [-3.7371, 2.3739, 0.2841], [-4.3556, 4.0624, -1.3520], [-3.0381, 4.3419, -3.4486], [-1.1207, 2.8724, -3.8488], [0.2463, -1.3902, -3.4396], [-2.5876, -0.6404, -2.5806], [-1.4677, -1.5005, -1.5448], [-2.0106, -2.2401, -3.0635], [-1.7802, 0.5537, -4.6713], [-1.4880, -1.0826, -5.2516], [-0.2114, 0.1236, -5.3673], [0.6472, 1.9377, -4.3647], [2.3545, 2.6206, -1.9182], [1.0233, 3.5933, -2.5423], [2.4904, 3.3912, -3.5029], [2.9256, 0.3400, -3.0961], [3.0310, 1.2400, -4.6106], [1.9721, -0.1635, -4.4926], [7.2105, -2.9271, -2.1129], [7.0738, -1.5255, -2.0318], [5.7496, -1.1923, -1.4054], [5.4129, 0.1286, -1.1364], [4.1833, 0.3995, -0.5716], [3.2867, -0.5408, -0.2618], [3.6050, -1.8122, -0.5309], [4.8210, -2.1740, -1.0995], [2.5665, -2.8600, -0.2735], [2.9357, -4.1826, -0.0610], [1.9531, -5.1525, 0.0472], [2.2928, -6.5986, 0.2738], [3.6917, -6.7347, 0.3944], [0.6275, -4.7540, -0.0716], [0.3488, -3.4136, -0.2439], [1.2879, -2.4649, -0.3292], [8.0324, -3.1401, -2.5642], [7.1161, -1.0597, -3.0230], [7.8681, -1.0795, -1.4225], [6.0914, 0.9401, -1.3669], [3.8957, 1.4200, -0.3527], [5.0437, -3.2040, -1.3304], [3.9734, -4.4653, 0.0270], [1.9053, -7.1796, -0.5710], [1.7765, -6.9433, 1.1767], [3.9097, -7.6623, 0.5229], [-0.1825, -5.4702, -0.0161], [-0.6787, -3.0785, -0.3085], [0.2269, 4.9751, 0.6402], [-0.0506, 3.7790, 0.1151], [0.8107, 2.8873, 0.5709], [1.5993, 3.6297, 1.3983], [1.2695, 4.8989, 1.4805], [2.7173, 3.0685, 2.1570], [3.4654, 3.8544, 3.0386], [4.4929, 3.3628, 3.7079], [4.7873, 2.0804, 3.4915], [4.0453, 1.3010, 2.6257], [2.9951, 1.7844, 1.9585], [-0.2418, 5.8523, 0.4849], [-0.8583, 3.6126, -0.5774], [3.2097, 4.8955, 3.1890], [5.6336, 1.6683, 4.0265], [4.3022, 0.2599, 2.4615]], "forces_ev_per_a": [[0.34, 0.65, -0.44], [-0.01, -0.01, -0.02], [-0.08, 0.25, -0.06], [-0.02, -0.02, -0.03], [0.14, -0.47, 0.21], [-0.41, 0.32, 0.23], [-0.09, -0.20, 0.02], [0.39, 0.00, 0.28], [-0.19, -0.04, -0.07], [0.05, 0.06, 0.10], [0.02, 0.00, 0.03], [-0.04, 0.00, 0.04], [0.11, 0.13, -0.20], [-0.03, -0.12, 0.13], [0.10, -0.12, 0.01], [0.05, -0.02, 0.05], [0.04, -0.07, 0.04], [-0.04, 0.04, -0.04], [-0.02, 0.03, 0.02], [0.04, -0.02, 0.00], [-0.13, 0.02, 0.13], [-0.07, -0.18, -0.01], [0.01, 0.01, 0.01], [-0.04, -0.06, -0.02], [0.02, -0.03, -0.03], [-0.01, 0.00, -0.02], [0.00, 0.03, 0.03], [0.01, 0.00, -0.04], [0.00, 0.02, 0.00], [-0.01, -0.01, 0.00], [0.01, 0.01, 0.00], [0.05, 0.01, 0.00], [0.00, 0.00, -0.01], [-0.01, 0.01, 0.01], [0.01, -0.01, 0.01], [0.00, -0.01, -0.10], [-0.07, -0.03, 0.06], [0.00, 0.10, -0.12], [0.01, -0.12, -0.12], [-0.12, -0.13, -0.08], [0.05, 0.06, 0.00], [-0.02, -0.03, -0.01], [0.00, 0.01, -0.06], [-0.01, 0.00, -0.02], [0.00, 0.00, 0.00], [-0.02, -0.01, -0.01], [-0.02, 0.00, 0.01], [0.00, 0.00, 0.01], [0.00, 0.00, 0.00], [0.01, -0.02, 0.00], [0.00, 0.00, -0.01], [0.01, 0.00, -0.01], [0.01, -0.01, 0.03], [-0.01, 0.00, 0.00], [-0.01, 0.01, 0.01], [0.00, 0.00, 0.00], [0.00, 0.00, 0.00], [0.00, 0.00, -0.01], [0.01, 0.00, 0.00], [-0.01, -0.01, -0.01], [0.00, -0.01, -0.01], [0.01, -0.01, 0.03], [0.00, 0.00, 0.00], [-0.01, 0.01, 0.00], [0.01, 0.00, -0.02], [-0.01, -0.01, 0.02], [0.00, 0.00, -0.01], [-0.02, 0.00, 0.00], [-0.02, 0.01, -0.01], [0.04, -0.11, -0.02], [-0.09, -0.09, -0.02], [0.03, 0.04, 0.01], [0.07, 0.19, -0.11], [-0.01, -0.01, 0.00], [0.00, -0.04, 0.02], [0.01, 0.01, -0.03], [0.00, 0.00, 0.01], [-0.03, 0.03, -0.03], [0.06, 0.02, 0.04], [-0.02, -0.10, 0.12], [-0.01, 0.00, 0.01], [0.00, 0.00, 0.00], [0.00, 0.00, -0.01], [0.00, 0.00, 0.00], [0.00, 0.01, 0.00], [0.01, 0.00, -0.01], [0.00, 0.00, 0.00], [0.00, 0.00, 0.00], [0.00, 0.00, 0.00], [0.00, 0.00, 0.00], [0.00, 0.00, 0.00], [-0.03, 0.01, 0.00], [-0.10, -0.01, 0.10], [0.07, 0.04, -0.06], [0.02, 0.14, -0.10], [-0.13, -0.02, 0.12], [0.12, 0.05, -0.08], [0.00, -0.05, -0.04], [-0.01, -0.01, -0.02], [0.02, -0.03, 0.01], [0.01, 0.07, 0.04], [-0.02, -0.06, -0.06], [0.08, -0.09, 0.15], [-0.02, 0.00, 0.02], [0.00, 0.00, -0.01], [0.00, 0.00, 0.00], [0.00, 0.00, 0.00], [-0.02, 0.02, 0.00]], "total_energy_ha": -2934.151753, "e_above_lowest_kcal_mol": 9.86, "lumo_ev": -2.53, "multiplicity": 1, "e_homo_ha": -0.3193, "charge": 1}

---

| no. | molecular weight (g mol⁻¹) |
| --- | --- |
| 1 | 870.916 |
| 2 | 851.508 |